# 1
Density functional theory data (ωB97M-V with the def2-TZVPD basis set) for an isolated molecule of C2H5F2N in a non-equilibrium geometry.

Geometry as ORCA input:
```
! RIJCOSX wB97M-V def2-TZVPD def2/J DEFGRID3
* xyz 0 1
N -0.73 -1.24 -0.18
C -0.24 0.04 0.34
F -1.25 0.97 0.23
C 0.99 0.60 -0.31
F 2.08 0.54 0.49
H -1.31 -1.00 -0.90
H -1.46 -1.69 0.52
H -0.02 0.07 1.47
H 0.90 1.72 -0.53
H 1.40 0.10 -1.23
*
```

Values from the calculation:
SMILES string = N[C@H](F)CF
HOMO = -0.3940 Ha
ΔE to the lowest compared entry with this formula, charge and spin = 26.0 kcal per mole

Atomic partial charges in e from the Löwdin method, atoms 1 to 4: N 0.07; C -0.40; F -0.03; C -0.19

***

# 2
Density functional theory data (ωB97M-V with the def2-TZVPD basis set) for an isolated molecule of C2H5F2NS in a non-equilibrium geometry.

Geometry as ORCA input:
```
! RIJCOSX wB97M-V def2-TZVPD def2/J DEFGRID3
* xyz 0 1
F 2.40 0.03 0.38
C 1.23 0.30 -0.22
F 0.91 1.52 -0.01
C 0.21 -0.67 0.31
N -1.26 -0.49 -0.33
S -2.23 0.87 0.24
H 1.43 0.22 -1.29
H 0.55 -1.72 0.31
H 0.30 -0.41 1.40
H -1.90 -1.31 -0.13
H -1.64 1.67 -0.66
*
```

Values from the calculation:
SMILES string = FC(F)CNS
HOMO = -0.3299 Ha
ΔE to the lowest compared entry with this formula, charge and spin = 27.3 kcal per mole

Atomic partial charges in e from the Löwdin method, atoms 1 to 4: F 0.06; C -0.55; F 0.11; C -0.15

***

# 3
Density functional theory data (ωB97M-V with the def2-TZVPD basis set) for a structure of composition C2H5FN2 in a non-equilibrium geometry.

Geometry as ORCA input:
```
! RIJCOSX wB97M-V def2-TZVPD def2/J DEFGRID3
* xyz 0 1
C -1.59 -0.90 -0.30
C 1.39 0.49 0.29
N -0.39 -0.92 -0.70
N 0.41 0.68 -0.65
F -0.50 1.53 0.04
H -2.03 -1.89 -0.01
H -2.23 0.03 -0.27
H 2.13 1.20 0.32
H 1.00 0.26 1.35
H 1.83 -0.48 -0.07
*
```

Values from the calculation:
HOMO = -0.3560 Ha
ΔE to the lowest compared entry with this formula, charge and spin = 102.6 kcal per mole

Atomic partial charges in e from the Löwdin method, atoms 1 to 4: C -0.09; C -0.17; N 0.06; N -0.09

***

# 4
Density functional theory data (ωB97M-V with the def2-TZVPD basis set) for a structure of composition C2H5FO in a non-equilibrium geometry.

Geometry as ORCA input:
```
! RIJCOSX wB97M-V def2-TZVPD def2/J DEFGRID3
* xyz 0 1
C -0.54 0.82 -0.41
C -0.02 -0.59 0.18
O 1.25 -0.37 -0.07
F 2.03 -1.40 0.82
H -0.80 1.50 0.45
H 0.15 1.46 -1.00
H -1.52 0.61 -1.00
H -0.30 -1.60 -0.27
H -0.25 -0.43 1.30
*
```

Values from the calculation:
HOMO = -0.4032 Ha
ΔE to the lowest compared entry with this formula, charge and spin = 96.8 kcal per mole

Atomic partial charges in e from the Löwdin method, atoms 1 to 4: C -0.05; C -0.31; O -0.05; F -0.12

***

# 5
Density functional theory data (ωB97M-V with the def2-TZVPD basis set) for a cluster of 2 separate species, C2H5FO2 in total in a non-equilibrium geometry.

Geometry as ORCA input:
```
! RIJCOSX wB97M-V def2-TZVPD def2/J DEFGRID3
* xyz 0 1
C 0.47 0.71 -0.59
C -0.75 -0.10 -0.13
O -1.13 -1.14 -0.84
O 0.40 -1.34 1.73
F -1.66 0.43 0.64
H 0.44 0.64 -1.69
H 0.18 1.58 -0.11
H 1.33 0.19 -0.12
H -1.44 -1.84 -0.35
H 1.03 -0.59 1.79
*
```

Values from the calculation:
HOMO (alpha / beta) = -0.3245 / -0.3047 Ha
ΔE to the lowest compared entry with this formula, charge and spin = 93.5 kcal per mole

Atomic partial charges in e from the Löwdin method, atoms 1 to 4: C 0.05; C -0.34; O 0.17; O -0.34

***

# 6
Density functional theory data (ωB97M-V with the def2-TZVPD basis set) for a cluster of 2 separate species, C2H5FSi in total in a non-equilibrium geometry.

Geometry as ORCA input:
```
! RIJCOSX wB97M-V def2-TZVPD def2/J DEFGRID3
* xyz 0 1
C 1.62 -0.11 -0.32
C 0.89 -1.09 0.07
F -3.91 -0.64 -0.22
Si -2.58 0.25 0.14
H 2.75 -0.23 -0.58
H 1.31 0.85 -0.24
H 0.78 -2.10 0.22
H -2.32 0.19 1.57
H -3.03 1.48 -0.70
*
```

Values from the calculation:
HOMO (alpha / beta) = -0.3192 / -0.2918 Ha
ΔE to the lowest compared entry with this formula, charge and spin = 104.0 kcal per mole

Atomic partial charges in e from the Löwdin method, atoms 1 to 4: C -0.13; C 0.02; F -0.37; Si 0.62

***

# 7
Density functional theory data (ωB97M-V with the def2-TZVPD basis set) for a cluster of 2 separate species, C2H5I2N in total in a non-equilibrium geometry.

Geometry as ORCA input:
```
! RIJCOSX wB97M-V def2-TZVPD def2/J DEFGRID3
* xyz 0 1
C 0.31 0.66 0.97
C -0.11 -0.06 -1.20
N 0.67 -0.18 -0.13
I -2.50 -1.32 0.04
I 1.88 -1.74 0.19
H 0.02 1.63 0.56
H -0.54 0.17 1.50
H 1.04 0.80 1.75
H -0.19 -0.75 -1.95
H -0.58 0.80 -1.75
*
```

Values from the calculation:
HOMO = -0.2950 Ha
ΔE to the lowest compared entry with this formula, charge and spin = 27.8 kcal per mole

Atomic partial charges in e from the Löwdin method, atoms 1 to 4: C -0.22; C -0.22; N -0.75; I -0.09

***

# 8
Density functional theory data (ωB97M-V with the def2-TZVPD basis set) for a structure of composition C2H5I2NO in a non-equilibrium geometry.

Geometry as ORCA input:
```
! RIJCOSX wB97M-V def2-TZVPD def2/J DEFGRID3
* xyz 0 3
C -0.79 0.19 -0.52
C 0.24 -0.14 0.61
N -2.46 0.20 0.30
O 1.44 0.39 0.21
I -2.73 2.13 1.04
I -3.93 -0.54 -1.01
H -0.50 1.18 -0.93
H -0.92 -0.51 -1.38
H 0.44 -1.25 0.88
H -0.09 0.38 1.48
H 1.83 0.18 -0.62
*
```

Values from the calculation:
HOMO (alpha / beta) = -0.2504 / -0.3341 Ha
ΔE to the lowest compared entry with this formula, charge and spin = 0.0 kcal per mole

Atomic partial charges in e from the Löwdin method, atoms 1 to 4: C -0.19; C -0.33; N -1.00; O -0.06